Formula: C38H42MnN6O2P
Source: the OMol25 dataset
Level of theory: the ωB97M-V functional and the def2-TZVPD basis

Its expectation value of S² is 0.996. Its total charge is +1. For the energy relative to the best compared isomer or geometry (same formula, charge and spin), the calculation gives 3.4492 eV. The spin multiplicity is 2. The calculated total energy is -93725.275 eV. For the lowest unoccupied orbital energy (alpha / beta), the calculation gives -0.15306 / -0.14892 Ha.

Each line ends with the Löwdin charge.
Element x y z (Å)
Mn (0.5965, 1.4286, -0.5394)  0.56
C (2.4127, 2.3014, -3.7947)  -0.01
C (2.8524, 1.3138, -2.7681)  -0.27
C (3.7611, 0.3166, -3.1173)  0.00
C (4.1632, -0.6097, -2.1725)  -0.04
C (3.7212, -0.4630, -0.8696)  -0.02
C (2.8623, 0.6001, -0.5575)  -0.24
N (2.3983, 1.4210, -1.5188)  0.10
C (2.6133, 0.9859, 0.8443)  -0.23
C (3.4519, 0.5705, 1.8818)  0.01
C (3.2054, 1.0628, 3.1625)  -0.03
C (2.1618, 1.9320, 3.3701)  0.02
C (1.3167, 2.3084, 2.2972)  -0.16
N (1.5867, 1.8110, 1.0638)  0.05
C (0.1971, 3.1841, 2.4668)  -0.07
C (-0.0288, 3.8745, 3.6622)  0.01
C (-1.0496, 4.7809, 3.7856)  0.00
C (-1.8229, 5.0784, 2.6480)  0.00
C (-1.6541, 4.3926, 1.4823)  -0.18
C (-2.3841, 4.8034, 0.2472)  0.00
N (-0.7370, 3.3483, 1.4205)  0.11
H (3.2822, 2.8056, -4.2149)  0.09
H (1.7446, 3.0395, -3.3618)  0.07
H (1.9013, 1.7852, -4.6059)  0.10
H (4.1213, 0.2755, -4.1312)  0.13
H (4.8212, -1.4211, -2.4398)  0.12
H (4.0184, -1.1646, -0.1071)  0.11
H (4.2882, -0.0814, 1.6928)  0.11
H (3.8513, 0.7696, 3.9771)  0.12
H (1.9871, 2.3155, 4.3584)  0.11
H (0.6272, 3.7061, 4.4987)  0.11
H (-1.2125, 5.2993, 4.7138)  0.12
H (-2.5443, 5.8775, 2.6886)  0.13
H (-2.5263, 5.8823, 0.2690)  0.10
H (-3.3808, 4.3622, 0.1919)  0.10
H (-1.8365, 4.5365, -0.6551)  0.09
O (-1.8509, 3.2612, -3.1467)  0.05
C (-1.1221, 2.3523, -2.8177)  -0.73
O (-0.0351, 2.4614, -2.1520)  -0.20
C (-1.4338, 0.8918, -3.2543)  -0.20
P (-0.6506, -0.2406, -2.0295)  1.10
C (0.1307, -1.4907, -3.1195)  -0.35
C (-0.3906, -1.8364, -4.3625)  -0.08
C (0.2784, -2.7423, -5.1648)  -0.07
C (1.4597, -3.3216, -4.7313)  -0.07
C (1.9583, -3.0193, -3.4759)  -0.08
C (1.2948, -2.1070, -2.6772)  -0.13
C (-2.0046, -1.2604, -1.3526)  -0.34
C (-3.2950, -0.7713, -1.1770)  -0.10
C (-4.2697, -1.5721, -0.6062)  -0.08
C (-3.9655, -2.8558, -0.1838)  -0.09
C (-2.6713, -3.3352, -0.3225)  -0.09
C (-1.6976, -2.5421, -0.8981)  -0.10
H (-0.9446, 0.7482, -4.2219)  0.09
H (-2.5056, 0.7259, -3.3730)  0.09
H (-1.3238, -1.4096, -4.6987)  0.11
H (-0.1267, -2.9987, -6.1316)  0.11
H (1.9866, -4.0082, -5.3735)  0.11
H (2.8621, -3.4914, -3.1228)  0.10
H (1.6774, -1.8611, -1.6945)  0.08
H (-3.5379, 0.2339, -1.4883)  0.10
H (-5.2743, -1.1931, -0.4983)  0.11
H (-4.7324, -3.4801, 0.2493)  0.11
H (-2.4237, -4.3349, 0.0054)  0.11
H (-0.6918, -2.9243, -1.0170)  0.09
C (-2.0483, -3.2378, 3.4597)  -0.06
C (-0.9932, -2.1992, 3.8519)  -0.20
N (-0.1271, -1.7860, 2.7562)  -0.07
C (1.1719, -2.4353, 2.6964)  -0.20
C (1.1650, -3.7817, 1.9760)  -0.05
C (-0.5070, -0.8552, 1.8534)  -0.38
C (-1.8070, -0.1408, 2.0804)  0.01
N (0.1846, -0.5053, 0.8169)  0.11
H (-2.7620, -3.3354, 4.2737)  0.08
H (-1.5983, -4.2123, 3.2911)  0.07
H (-2.5849, -2.9529, 2.5573)  0.05
H (-0.3590, -2.6294, 4.6304)  0.12
H (-1.4783, -1.3177, 4.2777)  0.11
H (1.5134, -2.5849, 3.7245)  0.12
H (1.8912, -1.7601, 2.2219)  0.09
H (0.4893, -4.4775, 2.4636)  0.07
H (2.1643, -4.2079, 2.0062)  0.08
H (0.8576, -3.6764, 0.9387)  0.06
H (-2.1443, 0.2382, 1.1224)  0.05
H (-2.5713, -0.7921, 2.4834)  0.08
H (-1.6646, 0.6975, 2.7621)  0.09
H (1.0035, -1.0967, 0.6845)  0.05
N (-1.7758, 1.9799, -0.2351)  0.12
C (-0.7806, 2.3825, 0.4179)  -0.34
H (-2.7099, 2.3803, -0.1436)  0.08